# 1
This record from OMol25 describes 3 unconnected molecules or ions with the total composition C6H12Br6 at a distorted geometry. The level of theory is ωB97M-V/def2-TZVPD.

CARTESIAN COORDINATES (ANGSTROEM)
Br: -4.05141 1.96129 2.26026
C: -4.05061 1.41525 0.35664
C: -2.58395 0.96949 -0.03722
Br: -1.54962 2.55142 -0.40694
H: -4.42185 2.13624 -0.37168
H: -4.75836 0.58647 0.37454
H: -2.46790 0.31155 -0.89848
H: -2.02124 0.35729 0.66752
Br: 0.67964 -0.41926 0.97502
C: 1.93834 -1.48492 2.19929
C: 1.57935 -2.98356 2.11900
Br: 2.28624 -3.64815 0.41325
H: 1.78921 -1.20363 3.24176
H: 2.96321 -1.31714 1.86824
H: 0.52412 -3.20626 2.27711
H: 2.03882 -3.62851 2.86802
Br: -0.65679 0.61917 -3.31682
C: 1.25183 0.43605 -2.76561
C: 1.66174 1.50114 -1.76082
Br: 3.46225 1.07408 -1.02738
H: 1.95511 0.41551 -3.59812
H: 1.54205 -0.56495 -2.44644
H: 1.13094 1.61686 -0.81585
H: 1.75887 2.50458 -2.17530

Cartesian forces (eV/Å) of the 2 atoms listed first:
-0.1 0.3 -0.9
1.4 -1.5 0.1

Energy above the lowest of the compared OMol25 structures with the same formula, charge and spin, kJ/mol: 114.2
Gap between HOMO and LUMO, Ha: 0.3738



# 2
This record from OMol25 describes a molecular structure, C14H39BBrIN2O6Si2 at a distorted geometry. The level of theory is ωB97M-V/def2-TZVPD.

CARTESIAN COORDINATES (ANGSTROEM)
C: 0.78719 -0.74778 -1.92203
C: 1.30844 0.56412 -1.22948
B: 0.48920 0.82352 0.11224
O: -0.44485 1.88662 0.09977
Si: 0.61200 -0.17825 1.79868
Br: -1.52450 -0.29643 2.63338
O: 1.12103 -1.80451 1.65896
Si: 2.75777 -2.03742 1.26267
I: 4.32625 -1.22371 2.97534
H: 0.81240 -1.60626 -1.24861
H: 1.38425 -0.92112 -2.81739
H: -0.24071 -0.52902 -2.22012
H: 2.39816 0.55648 -1.12085
H: 1.07523 1.37192 -1.94308
H: 0.01204 2.59438 -0.35426
H: 1.36938 0.59030 2.79674
H: 3.11420 -1.39874 -0.00670
H: 2.95166 -3.48934 1.10791
C: 5.38654 3.21003 -6.07171
O: 4.73007 2.92393 -7.29377
C: 5.34211 1.87000 -8.03096
C: 4.40885 0.67486 -8.11557
N: 4.26850 0.03099 -6.81310
C: 3.22093 -0.98666 -6.76621
C: 1.77450 -0.52072 -6.94190
O: 1.30160 0.29221 -5.88098
C: 1.55760 1.67905 -6.03093
H: 4.90202 4.07975 -5.63001
H: 5.30362 2.37301 -5.37091
H: 6.44154 3.44567 -6.23855
H: 6.30760 1.58629 -7.60419
H: 5.52129 2.24698 -9.04173
H: 4.81348 -0.04679 -8.83040
H: 3.44376 1.03304 -8.49490
H: 4.05879 0.73796 -6.12147
H: 3.29622 -1.47160 -5.78946
H: 3.44024 -1.75313 -7.51553
H: 1.14515 -1.41488 -6.93201
H: 1.60193 -0.03780 -7.90955
H: 1.55893 1.98772 -7.07862
H: 2.50391 1.95585 -5.55908
H: 0.76432 2.22033 -5.51322
C: -6.24903 -2.57848 8.38404
O: -5.00393 -2.77296 7.73819
C: -5.11548 -2.90655 6.32404
C: -4.44440 -1.73551 5.62788
N: -5.20335 -0.50495 5.83031
C: -4.50619 0.69712 5.37796
C: -3.23062 1.09184 6.12511
O: -3.45361 1.49059 7.46815
C: -3.44231 0.43650 8.41559
H: -6.06955 -2.57747 9.45837
H: -6.69499 -1.61833 8.10575
H: -6.94493 -3.38873 8.14722
H: -6.15754 -3.00707 6.00920
H: -4.59218 -3.82587 6.04632
H: -4.37915 -1.94417 4.55649
H: -3.42545 -1.65147 6.02560
H: -5.40674 -0.40549 6.81563
H: -5.21435 1.52464 5.46880
H: -4.27863 0.59365 4.31267
H: -2.82214 1.97156 5.62038
H: -2.45330 0.32231 6.06861
H: -2.76524 -0.37059 8.12620
H: -4.44867 0.04019 8.57274
H: -3.10085 0.84842 9.36633

Cartesian forces (eV/Å) of the 2 atoms listed first:
0.2 1.0 0.4
-0.3 0.0 -0.1

Gap between HOMO and LUMO, Ha: 0.3087



# 3
This record from OMol25 describes a molecular structure, C3H3NO at a distorted geometry. The level of theory is ωB97M-V/def2-TZVPD.

CARTESIAN COORDINATES (ANGSTROEM)
C: 0.23011 1.05507 -1.45880
C: 0.75246 -0.39862 -0.18221
C: -0.18347 -0.63267 0.89596
N: 1.28069 0.74482 -1.66388
O: -0.97661 1.21254 -1.08209
H: -0.01960 -1.69812 1.15597
H: -1.09675 -0.36019 0.57913
H: 0.01317 0.07718 1.75590

Cartesian forces (eV/Å) of the 2 atoms listed first:
-16.0 3.2 4.4
3.3 -2.3 -0.6

Energy above the lowest of the compared OMol25 structures with the same formula, charge and spin, kJ/mol: 698.5
Gap between HOMO and LUMO (spin up / spin down), Ha: 0.2916 / 0.2934



# 4
This record from OMol25 describes C4H6O2 in the gas phase at a distorted geometry. The level of theory is ωB97M-V/def2-TZVPD.

CARTESIAN COORDINATES (ANGSTROEM)
C: 0.31188 -0.37704 -0.37445
C: -1.11566 -0.08940 0.10823
C: 0.92898 -0.13336 0.91313
C: -0.39414 0.85326 -0.85094
O: 1.16219 -1.04197 1.89531
O: -0.98751 0.73871 -2.12163
H: 0.76054 -1.09833 -1.01790
H: -0.96531 0.20817 1.15023
H: 0.86259 0.94412 1.38514
H: -0.21769 1.89493 -0.67567
H: 1.23494 -1.92628 1.54840
H: -1.58080 0.02719 -1.95985

Cartesian forces (eV/Å) of the 2 atoms listed first:
2.7 0.6 0.8
1.4 0.7 0.3

Energy above the lowest of the compared OMol25 structures with the same formula, charge and spin, kJ/mol: 536.1
Gap between HOMO and LUMO (spin up / spin down), Ha: 0.3054 / 0.3054



# 5
This record from OMol25 describes a molecular structure, C12H11FO2Sn at a distorted geometry. The level of theory is ωB97M-V/def2-TZVPD.

CARTESIAN COORDINATES (ANGSTROEM)
Sn: 3.58821 -5.72670 3.71354
F: 4.03772 -1.15388 -0.47277
C: 4.04245 -0.20958 -1.44269
C: 3.37858 1.05109 -1.21680
C: 3.40989 2.03487 -2.12799
C: 4.05090 1.81736 -3.34567
C: 4.56183 0.52190 -3.68306
C: 4.52459 -0.48281 -2.72665
H: 3.02249 1.24713 -0.21621
H: 2.96365 2.97687 -1.84531
H: 4.25058 2.62687 -4.03214
H: 4.95906 0.19506 -4.63268
H: 4.90112 -1.46816 -2.95842
C: -3.47537 0.47195 0.53184
C: -2.55252 -0.48817 0.84411
C: -2.72948 -1.28447 1.92235
C: -3.83108 -1.02472 2.80793
C: -4.75102 -0.00519 2.55091
C: -4.61990 0.73105 1.31964
O: -5.54964 1.69549 1.00880
O: -1.75845 -2.22913 2.29979
H: -3.27009 1.05902 -0.35114
H: -1.75617 -0.67269 0.13829
H: -4.03250 -1.58809 3.70707
H: -5.55739 0.20971 3.23645
H: -5.99911 2.13347 1.73527
H: -1.80829 -2.43818 3.23544

Cartesian forces (eV/Å) of the 2 atoms listed first:
0.0 0.0 0.0
0.1 0.5 -0.5

Energy above the lowest of the compared OMol25 structures with the same formula, charge and spin, kJ/mol: 216.2
Gap between HOMO and LUMO, Ha: 0.0600
Net charge: +2



# 6
This record from OMol25 describes 3 unconnected molecules or ions with the total composition C27H51IN5O5 at a distorted geometry. The level of theory is ωB97M-V/def2-TZVPD.

CARTESIAN COORDINATES (ANGSTROEM)
N: 0.64615 2.10946 1.59848
C: 0.31207 3.29446 0.97744
N: 1.20807 3.91125 0.15670
C: 0.59342 5.06546 -0.55098
C: -0.70296 4.58862 -1.18061
I: -1.37806 6.04270 -2.57908
C: -1.73076 4.13396 -0.11348
C: -2.82199 5.12477 0.26526
C: -2.43617 6.46406 0.83694
O: -3.03623 7.44709 0.55451
O: -1.42879 6.46954 1.73071
C: -2.30729 2.75295 -0.50327
C: -3.80450 2.72910 -0.79312
C: -4.44316 1.44828 -0.54897
O: -4.64480 2.57659 0.32526
N: -0.86484 3.87764 1.13622
H: 0.59707 1.25851 1.06357
H: 0.90737 2.08978 2.56692
H: 1.94547 4.25364 0.77493
H: 0.44546 5.89526 0.13409
H: 1.24756 5.35827 -1.36108
H: -0.44258 3.72775 -1.78160
H: -3.45037 4.64410 1.01662
H: -3.47206 5.34237 -0.56900
H: -1.58161 7.23831 2.30062
H: -1.86277 2.37364 -1.41877
H: -2.21707 2.05946 0.32702
H: -4.15772 3.32626 -1.62593
H: -5.33320 1.19216 -1.09670
H: -3.84616 0.66541 -0.10920
H: -1.42437 3.36123 1.80810
C: -0.39141 -3.03337 -1.99617
C: -1.54944 -2.28000 -1.31474
C: -1.64300 -2.68635 0.15507
C: -2.22703 -4.08300 0.36230
C: -3.56802 -4.22513 -0.35918
C: -3.50554 -3.85020 -1.84007
N: -2.85508 -2.51585 -2.00857
O: -3.65932 -1.55280 -1.72702
C: -2.75322 -4.93346 -2.63056
C: -4.91134 -3.80228 -2.42282
C: -1.19164 -0.80345 -1.41362
H: -0.54666 -3.12835 -3.07059
H: 0.54145 -2.48959 -1.84992
H: -0.22877 -4.02831 -1.58603
H: -2.27041 -1.96352 0.68910
H: -0.64559 -2.62074 0.59642
H: -1.52518 -4.84833 0.02169
H: -2.36971 -4.26003 1.42937
H: -3.93671 -5.24837 -0.27272
H: -4.30310 -3.58604 0.14034
H: -2.60062 -4.62164 -3.66405
H: -3.34402 -5.84828 -2.64155
H: -1.78691 -5.19699 -2.20924
H: -5.56209 -3.12686 -1.87174
H: -5.34820 -4.79859 -2.37686
H: -4.89172 -3.48509 -3.46588
H: -1.13907 -0.47719 -2.45393
H: -0.21264 -0.65279 -0.95570
H: -1.90704 -0.16811 -0.88919
C: 5.49021 0.31198 0.16299
C: 4.12609 0.35387 0.88508
C: 4.32705 0.47063 2.39575
C: 4.81831 -0.81829 3.04899
C: 3.92041 -1.99791 2.68006
C: 3.72754 -2.16288 1.17336
N: 3.30658 -0.85918 0.55940
O: 2.05576 -0.62836 0.77752
C: 5.02384 -2.68727 0.53187
C: 2.68088 -3.23469 0.89513
C: 3.40973 1.59435 0.36744
H: 5.41058 -0.19315 -0.79899
H: 5.84130 1.32438 -0.03113
H: 6.26974 -0.17443 0.74426
H: 3.37789 0.75908 2.86096
H: 5.03049 1.28254 2.59182
H: 5.85216 -1.02321 2.76143
H: 4.82748 -0.69427 4.13268
H: 4.33637 -2.92260 3.08298
H: 2.94266 -1.86363 3.15396
H: 4.93976 -2.70086 -0.55510
H: 5.20349 -3.70817 0.86553
H: 5.91005 -2.11863 0.79615
H: 1.72970 -3.02478 1.38222
H: 3.03684 -4.18875 1.28055
H: 2.49883 -3.35040 -0.17444
H: 3.22489 1.52188 -0.70566
H: 4.03876 2.46507 0.54867
H: 2.45950 1.76030 0.87083

Cartesian forces (eV/Å) of the 2 atoms listed first:
-0.7 1.2 0.9
0.3 0.4 -0.2

2S+1: 3
Gap between HOMO and LUMO (spin up / spin down), Ha: 0.2395 / 0.2768
Net charge: +1



no.,M (g mol⁻¹)
1,563.6
2,605.3
3,69.1
4,86.1
5,324.9
6,652.6